[1]
Computed, not measured: a structure of composition C25H67CdN4O11 in a non-equilibrium geometry, with the ωB97M-V functional and the def2-TZVPD basis.

As for the highest occupied orbital energy: -9.784 eV. As for the total energy: -2206.65774 Eh. The spin multiplicity is 1. As for the relative energy (zero: lowest compared OMol25 entry of this formula, charge and spin): 0.0 kJ/mol. The calculation puts the largest force on an atom at 2.56 eV/A. As for the net charge: +1. For the LUMO energy, the calculation gives -3.053 eV. The orbital gap comes out at 6.731 eV.

Geometry as XYZ:
```
108
Properties=species:S:1:pos:R:3:forces:R:3:mulliken_charge:R:1
Cd -4.319688 -1.008955 -0.537426 2.288 0.708 0.904 1.390
O -4.973029 1.206374 -0.013172 -0.387 1.020 0.078 -0.425
O -1.118161 -2.816051 -0.086582 0.127 -0.073 0.396 -0.615
O 3.241205 4.139874 -6.288961 0.001 -0.474 0.280 -0.301
O 4.956187 -4.436226 4.447330 -0.382 0.352 -0.340 -0.247
O -4.340197 -1.564777 1.546065 -0.766 -0.866 0.921 -0.156
O 3.795048 -0.540709 -1.880170 0.332 -0.457 -0.543 -0.225
O -1.168914 6.234232 -0.004435 -0.527 -0.593 -0.390 -0.391
O -2.417816 -0.281181 -0.744199 0.245 -0.356 -0.629 -0.539
O 3.552517 2.732086 0.635389 -0.098 0.595 0.024 -0.425
O -5.102422 -0.412868 -2.361668 -1.281 0.044 -1.602 -0.248
O 1.442252 -2.472837 2.566591 -0.248 -0.646 -0.255 -0.560
N 0.807247 3.277290 0.769505 -0.213 -0.185 0.476 0.071
N -6.478308 -1.338731 -0.152497 -1.450 -1.352 0.561 -0.378
N 2.098567 -4.363694 4.378885 -0.098 0.103 0.340 -0.347
N 2.773767 1.213569 -4.107075 -0.695 -0.506 -0.385 -0.321
C 0.727593 -4.385569 3.874885 0.341 -0.292 0.251 -0.959
C 2.728484 2.604750 -4.540391 -0.063 -0.895 0.102 -0.494
C -0.073895 4.386626 1.138146 -0.012 -0.058 -1.177 -1.006
C 4.197068 -5.523011 4.934940 0.181 -0.028 0.608 -0.649
C 3.469068 4.331366 -7.651857 -0.160 1.201 -0.840 -0.771
C 2.745510 1.951345 1.457355 -1.315 -0.414 0.440 -0.159
C 0.370921 -3.017821 3.333915 0.049 0.718 -0.079 0.016
C -6.496016 -2.433614 0.859053 0.277 -0.631 0.064 -0.817
C 2.883409 -5.588973 4.195455 -0.013 1.095 -1.081 -0.701
C 4.758410 2.110719 0.279669 0.690 -0.325 0.017 -0.754
C 2.242062 1.047037 -2.758988 1.016 -0.585 -0.360 -0.293
C -3.366382 -1.215215 2.514898 1.404 0.327 -0.027 -0.532
C 3.273964 2.761213 -5.933403 0.521 0.548 -0.300 -0.470
C -1.397785 0.653273 -0.529471 -0.226 -0.115 0.375 -0.188
C -2.297923 6.442322 0.798888 0.011 1.511 0.624 -0.704
C -5.600112 -2.032883 2.042831 -0.138 0.207 -0.011 -0.407
C 6.206903 -4.342213 5.065526 0.483 -0.563 0.076 -0.758
C -6.529402 -0.563992 -2.456928 0.158 -0.378 -0.531 -0.364
C 2.454992 -0.387891 -2.285918 -0.575 0.704 0.143 -0.077
C 4.139786 -1.922386 -1.798430 0.039 0.574 0.382 -0.828
C -0.806968 4.868813 -0.139955 1.120 0.301 0.891 -0.206
C -4.524990 0.335602 -3.440649 0.240 -0.150 -0.135 -0.887
C -7.033829 -1.646321 -1.509137 -0.114 0.538 0.871 -0.747
C 1.071410 -1.377198 1.755331 0.354 0.077 0.586 0.223
C 1.525778 2.748239 1.928999 0.767 0.612 -0.642 -0.851
H 6.818154 -5.214361 4.802183 0.092 -0.025 -0.018 0.296
H 5.231221 2.718508 -0.489303 -0.121 -0.068 -0.122 0.271
H 4.057695 -2.399400 -2.776036 -0.266 -0.166 0.038 0.324
H 6.148408 -4.330745 6.158402 -0.207 0.161 0.066 0.307
H 0.848970 2.127483 2.517396 0.155 -0.085 0.133 0.364
H 1.785057 -0.600249 -1.441964 -0.011 -0.018 0.090 -0.275
H 2.159401 -1.061403 -3.098367 0.293 -0.144 -0.049 0.505
H -3.662442 -0.388608 3.162328 -0.413 -0.133 -0.015 0.379
H -1.881421 -2.997761 -0.637180 0.060 0.009 -0.202 0.237
H 0.519110 -5.152870 3.115514 0.373 0.032 -0.152 0.393
H 4.613610 1.085042 -0.074505 -0.175 0.111 -0.233 0.226
H 3.680739 0.768806 -4.168837 0.185 0.376 -0.001 0.308
H -2.211237 6.020739 1.804835 -0.076 -0.483 -0.164 0.306
H 2.573036 -3.614421 3.890855 0.225 -0.100 0.133 0.370
H -2.335775 7.521455 0.990640 0.087 -0.066 -0.124 0.289
H 0.199127 -2.320275 4.163718 -0.230 -0.067 0.087 0.233
H 1.171269 1.252032 -2.774233 0.050 0.330 0.216 0.277
H -4.625068 1.830488 -0.666546 0.142 -0.123 0.186 0.223
H -6.162268 -3.397118 0.461326 0.309 0.285 -0.368 0.400
H 2.328527 1.108656 0.885759 0.483 -0.242 0.060 -0.021
H 1.623243 -0.514316 2.129440 -0.049 0.186 -0.236 0.176
H -0.507683 -3.052807 2.682400 -0.175 -0.196 0.209 0.286
H 3.583759 5.407263 -7.814196 0.154 -0.048 0.195 0.271
H -3.268364 6.237692 0.336799 0.140 -0.632 -0.187 0.260
H 0.507069 5.247506 1.483043 -0.108 0.089 0.325 0.481
H -1.054037 -1.849802 -0.095826 -0.258 -0.066 -0.259 0.242
H -7.514252 -2.650692 1.194862 0.049 0.203 0.231 0.411
H 3.268825 1.621655 2.363996 0.173 -0.271 -0.218 0.508
H 1.338236 -1.578317 0.717964 -0.018 0.025 -0.050 0.082
H 4.055509 -5.366581 6.012887 -0.217 -0.156 0.000 0.366
H 5.173771 -2.016343 -1.472892 0.014 0.215 0.055 0.256
H -4.755624 -0.169053 -4.379918 -0.170 0.228 -0.047 0.318
H 2.612690 4.080569 -8.291845 -0.055 -0.493 0.239 0.311
H -8.120767 -1.543694 -1.464116 -0.023 -0.279 -0.251 0.399
H -0.805692 0.904655 -1.418352 -0.263 -0.145 -0.214 0.215
H -0.666573 0.253135 0.187704 0.035 0.287 0.147 -0.198
H 4.772062 -6.448448 4.802123 -0.118 -0.116 -0.057 0.428
H -6.791929 -2.675242 -1.771681 0.240 0.112 -0.224 0.364
H -1.791602 1.598314 -0.135448 0.161 0.047 0.139 0.039
H -0.039464 4.843024 -0.913155 -0.252 0.001 -0.320 0.284
H -1.631265 4.206417 -0.410761 -0.206 0.099 -0.061 0.139
H 3.272173 3.214314 -3.808592 -0.174 0.522 -0.256 0.296
H 5.475623 2.045714 1.109504 -0.241 0.155 0.195 0.362
H 2.694504 2.202335 -6.672676 -0.099 -0.263 0.175 0.360
H -3.443299 0.330823 -3.324764 -0.044 -0.026 0.317 0.220
H 3.143942 -5.597288 3.125403 0.026 -0.685 -0.019 0.305
H -2.987262 -2.055866 3.099294 -0.550 -0.208 0.025 0.330
H 6.733144 -3.456281 4.724374 -0.193 0.153 -0.094 0.232
H 4.316676 2.421094 -5.976024 0.012 -0.161 -0.062 0.302
H -7.150834 -0.720428 0.294800 0.580 0.852 -0.432 0.190
H 2.831658 1.702011 -2.100232 -0.674 0.138 0.472 0.086
H -0.789808 4.082055 1.900971 0.146 -0.137 0.169 0.474
H -5.437262 -2.880550 2.709029 -0.068 -0.057 -0.016 0.413
H 1.930193 3.565301 2.547251 -0.285 -0.005 0.197 0.415
H 0.074423 -4.621362 4.721086 -0.272 0.075 -0.131 0.289
H 3.496856 -2.367926 -1.035224 -0.017 -0.472 -0.207 0.301
H 1.520722 3.615278 0.129549 -0.140 0.078 -0.057 0.193
H -4.895785 1.361009 -3.409750 -0.073 -0.040 -0.185 0.366
H 4.367052 3.861427 -8.063194 0.050 -0.292 0.317 0.304
H -6.070206 -1.226777 2.615919 0.021 0.012 0.042 0.393
H -6.755012 -0.838030 -3.489887 -0.208 0.061 0.044 0.474
H -2.497670 -0.877755 1.944107 -0.171 0.091 -0.086 -0.093
H -7.031923 0.374837 -2.212059 0.178 0.131 -0.049 0.350
H 0.004563 -1.149866 1.827424 -0.031 -0.086 -0.026 -0.373
H 1.667823 2.862363 -4.599964 0.079 0.380 0.387 0.164
H 2.285299 -6.466891 4.426611 0.127 -0.078 0.250 0.467
H -5.415927 1.757914 0.645693 0.133 -0.111 -0.024 0.229
```
Positions in Å, forces in eV/Å.


[2]
Computed, not measured: a cluster of 12 separate species, C25H6Cl44F5NO6 in total in a non-equilibrium geometry, with the ωB97M-V functional and the def2-TZVPD basis.

As for the highest occupied orbital energy: -10.138 eV. As for the total energy: -22210.01515 Eh. The spin multiplicity is 1. As for the SMILES: O=C(F)NC(=O)c1c(COC(F)(F)F)cc(F)c2c1C(=O)C=C(O)C2=O.ClC(Cl)(Cl)Cl.ClC(Cl)(Cl)Cl.ClC(Cl)(Cl)Cl.ClC(Cl)(Cl)Cl.ClC(Cl)(Cl)Cl.ClC(Cl)(Cl)Cl.ClC(Cl)(Cl)Cl.ClC(Cl)(Cl)Cl.ClC(Cl)(Cl)Cl.ClC(Cl)(Cl)Cl.ClC(Cl)(Cl)Cl. The calculation puts the largest force on an atom at 2.38 eV/A. For the LUMO energy, the calculation gives -1.569 eV. The orbital gap comes out at 8.569 eV.

Geometry as XYZ:
```
87
Properties=species:S:1:pos:R:3:forces:R:3:mulliken_charge:R:1
Cl -3.905070 -8.053858 -1.007570 0.027 -0.028 0.146 -0.092
Cl 1.777984 0.214726 -7.004651 0.008 0.031 0.193 -0.037
Cl 3.908097 9.798957 -1.806268 -0.145 -0.041 0.117 -0.101
Cl -1.499397 0.079780 -4.801911 -0.964 -0.210 -0.443 -0.036
Cl -1.906921 -4.672025 0.204053 0.264 -0.011 -0.604 0.030
Cl -0.570563 4.526868 0.686593 -0.125 0.338 -0.001 -0.002
Cl 3.545130 2.068974 6.563954 -0.162 0.015 -0.042 -0.104
Cl 3.681829 -1.713495 -1.849304 -0.082 0.127 0.130 -0.017
Cl 5.271956 4.143234 -3.323644 -0.108 -0.045 0.088 -0.093
Cl 1.336230 0.543898 -4.165712 1.992 -0.276 -0.828 0.139
Cl 1.076704 9.248775 -1.564192 0.182 0.335 -0.097 -0.090
Cl -2.741504 1.617467 -6.914302 0.135 -0.056 0.074 -0.100
Cl 3.970364 0.980622 -5.282059 -0.155 -0.092 0.025 -0.103
Cl 3.863273 -1.998092 5.030817 0.071 -0.174 -0.103 -0.003
Cl 2.061508 1.065743 4.293858 0.105 0.162 0.332 0.019
Cl 4.592895 -1.345999 -9.110307 -0.121 -0.013 -0.100 -0.074
Cl 4.271693 2.192754 -1.432920 -0.048 0.298 -0.120 0.033
Cl 2.891445 -1.701864 -5.152452 -0.068 0.119 -0.096 -0.140
Cl -0.986180 -5.420595 -2.432871 0.067 0.046 0.123 -0.113
Cl -0.836882 6.890358 -0.954813 -0.122 -0.318 0.165 -0.021
Cl 0.795161 2.882929 6.163988 0.045 -0.035 -0.015 -0.133
Cl 2.935376 7.920411 0.169009 -0.012 0.256 0.122 -0.060
Cl 2.732155 0.088802 -10.799937 0.045 -0.138 0.060 -0.095
Cl 5.822227 -2.673762 3.015228 -0.038 -0.091 0.150 -0.076
Cl 2.443062 10.760167 0.496670 0.004 -0.174 -0.133 -0.093
Cl -3.125353 5.871711 0.494377 0.121 -0.071 -0.071 -0.116
Cl -2.082702 4.404534 -1.774586 0.179 0.453 0.184 0.046
Cl -3.484782 -7.107612 1.692238 -0.140 -0.332 0.053 -0.017
Cl 0.279647 -3.231419 -1.023685 -0.197 -0.104 -0.083 0.083
Cl 3.040382 -2.624541 0.817651 0.153 0.195 0.000 0.069
Cl 0.667158 -5.950905 -0.116328 -0.101 0.117 -0.053 -0.112
Cl 3.910272 -2.388484 -11.722242 -0.060 0.089 0.136 -0.107
Cl -2.416874 -9.668572 0.877138 -0.122 0.111 -0.022 -0.097
Cl 1.950908 -2.421736 -9.593260 0.115 0.062 -0.073 -0.085
Cl 3.811885 5.021718 -0.986385 0.034 -0.263 -0.217 -0.015
Cl 2.427369 3.642258 -3.119140 0.106 0.098 0.173 0.041
Cl 4.666804 -0.260333 0.444850 -0.112 -0.182 0.091 -0.167
Cl -3.210229 2.318663 -4.146131 0.293 -0.068 -1.069 -0.010
Cl 5.696880 -4.198297 5.470873 -0.111 0.073 -0.119 -0.106
Cl 1.845011 -0.202422 -0.193845 1.120 -1.294 -0.081 0.280
Cl -5.272513 -9.329601 1.201953 0.134 0.065 -0.055 -0.106
Cl -0.613070 2.783045 -5.335450 -0.314 0.161 -0.223 -0.051
Cl 3.582366 -4.441755 3.508243 0.102 -0.005 0.159 -0.087
Cl 1.407613 0.167847 6.963880 0.009 0.146 -0.101 -0.057
F -3.691285 -3.959516 2.503952 0.991 0.577 0.404 -0.174
F -2.405937 -4.932058 3.974325 -0.370 1.185 -0.593 -0.326
F -4.787673 -0.396335 -0.737784 1.033 0.226 0.942 -0.333
F -1.506309 -3.421392 2.702433 -1.639 0.040 0.393 -0.097
F -3.049850 0.901590 7.025041 0.888 0.031 -1.321 -0.307
O -2.927236 -2.814415 4.341787 -0.773 -0.300 -1.354 -0.263
O -1.712074 -0.801348 6.690031 -0.086 -0.837 -0.032 -0.339
O -0.401481 -0.827414 4.118680 0.285 -0.225 0.351 -0.451
O -3.168805 1.793077 -1.615440 -0.109 -0.332 0.488 -0.587
O -0.350269 1.561838 -2.464121 -0.718 -0.180 1.312 0.157
O 0.039005 1.928517 2.276423 -0.675 -0.533 -0.068 -0.668
N -1.833875 0.809950 5.011636 -0.690 -0.517 0.707 0.026
C -2.742115 0.459589 0.329538 0.691 0.054 0.209 0.452
C -1.356927 -0.139748 4.011412 -0.274 0.447 -1.602 -0.065
C 0.020789 1.547073 -0.095592 -1.738 0.295 0.138 -0.162
C -2.332693 1.297381 -0.919722 0.222 -0.790 0.937 -0.034
C -0.542561 1.411180 1.353104 -0.055 -0.438 -1.555 -0.507
C -3.770126 -8.540109 0.691589 0.008 0.031 0.014 0.272
C 1.951864 1.541906 5.994796 0.238 -0.227 -0.098 0.218
C 3.296738 -1.517256 -10.306915 0.017 -0.011 0.020 0.341
C -3.865192 -1.802542 3.936127 0.145 2.206 -0.116 -1.255
C 2.593743 9.439433 -0.674192 0.039 -0.053 -0.003 0.351
C 4.741572 -3.328527 4.258266 0.002 0.100 0.025 0.236
C -2.662245 -3.729547 3.362836 1.328 -1.367 1.252 0.833
C -1.840525 0.545991 1.483769 -1.411 -0.985 0.318 1.109
C -2.137950 0.201245 6.256705 0.028 0.936 0.486 0.434
C -0.487498 -4.818712 -0.841364 -0.111 -0.011 -0.006 0.066
C -4.295018 -1.061940 1.527861 1.885 1.281 -0.009 -0.938
C -0.819178 1.478253 -1.157078 0.584 -0.613 0.639 -0.778
C 3.311670 -1.206412 -0.194486 0.120 -0.390 0.020 0.016
C 3.946661 3.749923 -2.213625 -0.057 0.023 -0.083 -0.061
C 2.496288 0.008053 -5.401862 0.117 -0.143 -0.044 0.120
C -3.954794 -0.317585 0.326860 0.752 -0.285 2.235 -0.169
C -1.655740 5.423559 -0.390202 0.004 0.086 -0.162 0.091
C -2.195190 -0.174594 2.695803 -1.135 0.293 -1.107 -0.321
C -3.403517 -0.975557 2.679170 -0.774 -0.110 -1.109 1.345
C -2.016652 1.700139 -5.298959 -0.238 0.298 0.084 0.275
H 0.059786 0.703207 -2.728287 -0.857 0.687 0.967 0.090
H -5.223860 -1.673194 1.602028 0.949 0.568 -0.267 0.402
H -3.903618 -1.057117 4.776506 0.070 -1.002 -0.505 0.370
H -1.225380 1.628152 5.098469 -0.350 -0.031 -0.106 0.288
H -4.906167 -2.171346 3.797387 0.909 -0.076 0.006 0.442
H 1.102283 1.707733 -0.268307 -1.251 0.820 0.422 1.880
```
Positions in Å, forces in eV/Å.


- spin multiplicity of number 1 (C25H67CdN4O11)?
  1


- The highest orbital gap belongs to which entry?
  C25H6Cl44F5NO6


- highest occupied orbital energy of number 1 (C25H67CdN4O11)?
  -9.784 eV


- What is the spin multiplicity in the first record?
  1